{"formula": "C28H48NO14S5", "method": "ωB97M-V/def2-TZVPD", "multiplicity": 1, "total_charge": 1, "e_tot_ha": -4194.10850, "gap_ev": 6.5501, "elements": ["O", "C", "O", "C", "O", "C", "O", "C", "C", "C", "N", "C", "C", "H", "H", "H", "H", "H", "H", "H", "H", "C", "C", "C", "S", "O", "O", "C", "H", "H", "H", "H", "H", "H", "H", "H", "C", "C", "C", "S", "O", "O", "C", "H", "H", "H", "H", "H", "H", "H", "H", "C", "C", "C", "S", "O", "O", "C", "H", "H", "H", "H", "H", "H", "H", "H", "C", "C", "C", "S", "O", "O", "C", "H", "H", "H", "H", "H", "H", "H", "H", "C", "C", "C", "S", "O", "O", "C", "H", "H", "H", "H", "H", "H", "H", "H"], "coordinates": [[3.365, 0.400, -1.039], [4.135, 1.385, -1.512], [5.404, 0.946, -2.184], [3.812, 2.991, -1.467], [2.874, 3.410, -0.413], [1.596, 3.844, -1.069], [1.322, 5.133, -1.345], [0.528, 2.595, -1.370], [-0.361, 2.439, -2.739], [-1.323, 1.074, -2.828], [-1.340, 0.052, -1.696], [-0.543, 0.161, -0.405], [0.449, 1.451, -0.164], [5.081, 0.504, -3.041], [3.365, 3.341, -2.507], [4.846, 3.544, -1.295], [-0.299, 3.236, -3.595], [-1.980, 0.956, -3.814], [-1.939, -0.803, -1.820], [-0.564, -0.658, 0.435], [1.103, 1.596, 0.808], [-3.744, -4.908, -4.099], [-2.464, -4.975, -4.931], [-2.332, -3.649, -5.678], [-3.163, -2.426, -4.675], [-4.320, -1.945, -5.399], [-2.178, -1.529, -4.103], [-3.717, -3.552, -3.410], [-3.801, -5.726, -3.376], [-4.617, -4.977, -4.759], [-1.603, -5.111, -4.265], [-2.477, -5.820, -5.627], [-1.285, -3.362, -5.807], [-2.831, -3.685, -6.650], [-4.693, -3.242, -3.034], [-2.980, -3.536, -2.601], [2.506, 3.290, 4.891], [2.884, 4.531, 4.084], [1.828, 4.708, 2.994], [0.324, 3.987, 3.633], [-0.011, 2.831, 2.828], [-0.631, 5.041, 3.910], [1.016, 3.420, 5.174], [3.085, 3.215, 5.816], [2.698, 2.389, 4.296], [2.884, 5.408, 4.743], [3.886, 4.444, 3.653], [1.657, 5.764, 2.767], [2.101, 4.171, 2.082], [0.551, 2.477, 5.468], [0.824, 4.187, 5.929], [4.906, -3.504, 2.403], [5.284, -2.263, 1.596], [4.228, -2.086, 0.506], [2.724, -2.808, 1.145], [2.389, -3.963, 0.340], [1.769, -1.753, 1.422], [3.416, -3.374, 2.686], [5.485, -3.579, 3.328], [5.098, -4.405, 1.808], [5.284, -1.386, 2.254], [6.286, -2.351, 1.165], [4.057, -1.031, 0.279], [4.501, -2.624, -0.407], [2.951, -4.317, 2.980], [3.224, -2.607, 3.441], [-2.419, -7.423, 1.397], [-1.465, -7.969, 0.335], [-2.196, -7.921, -1.006], [-3.372, -6.581, -0.886], [-4.709, -7.135, -0.943], [-2.946, -5.494, -1.745], [-3.010, -6.152, 0.805], [-1.904, -7.224, 2.341], [-3.214, -8.153, 1.591], [-0.570, -7.338, 0.290], [-1.138, -8.987, 0.570], [-1.508, -7.727, -1.832], [-2.752, -8.844, -1.192], [-3.921, -5.826, 1.311], [-2.275, -5.343, 0.795], [-2.872, 6.398, 1.290], [-1.592, 6.331, 0.458], [-1.460, 7.657, -0.288], [-2.291, 8.880, 0.715], [-3.449, 9.361, -0.010], [-1.306, 9.777, 1.287], [-2.845, 7.754, 1.980], [-2.930, 5.580, 2.014], [-3.746, 6.330, 0.631], [-0.731, 6.195, 1.124], [-1.606, 5.486, -0.237], [-0.414, 7.944, -0.417], [-1.959, 7.621, -1.260], [-3.822, 8.065, 2.356], [-2.108, 7.770, 2.788]], "forces_ev_per_a": [[4.4, 6.9, -2.9], [-2.5, -5.7, 1.3], [-3.9, 1.4, -0.2], [1.2, 0.1, -0.8], [-2.3, 0.3, -2.7], [-1.4, 5.2, -1.1], [2.0, -9.2, 2.0], [-1.5, -2.8, 0.2], [0.0, -3.3, 4.0], [2.6, 1.9, 2.3], [2.4, 3.5, 0.5], [1.6, 3.8, -1.9], [-2.4, -0.4, -4.0], [0.7, 0.6, 1.9], [1.3, -1.0, 1.9], [-2.2, -1.2, -0.3], [-0.3, -1.9, 1.8], [1.5, -0.4, 2.7], [0.8, 1.1, -0.2], [-0.2, 1.5, -2.2], [-1.7, -0.5, -2.2], [-0.5, -0.4, -0.6], [0.1, -0.3, 0.2], [0.5, -0.3, -0.5], [-1.1, -1.0, -0.3], [0.7, 0.4, 0.3], [0.1, 0.8, 0.3], [-0.1, -0.1, 0.3], [-0.2, 0.6, -0.8], [0.1, 0.2, 0.0], [-0.1, 0.0, 0.0], [0.0, 0.2, 0.1], [-0.2, 0.1, 0.0], [0.0, 0.2, 0.2], [0.1, 0.1, -0.1], [-0.1, 0.0, -0.3], [0.2, -0.2, 0.0], [0.3, 0.2, 0.2], [0.5, 0.3, -0.4], [-0.2, 0.6, 0.6], [-0.2, 0.1, -0.2], [0.1, -0.6, -0.5], [0.2, -0.3, 0.5], [-0.1, 0.0, -0.1], [0.0, 0.1, 0.1], [0.0, -0.1, -0.1], [-0.2, 0.1, 0.1], [-0.2, -0.2, -0.1], [-0.1, 0.0, 0.1], [-0.1, 0.2, -0.1], [-0.1, -0.1, -0.2], [0.2, -0.2, 0.0], [0.3, 0.1, 0.1], [0.5, 0.4, -0.2], [0.3, -0.1, 0.0], [-0.3, 0.4, 0.2], [-0.4, -0.2, -0.3], [0.1, -0.2, 0.5], [-0.1, 0.0, -0.1], [0.0, 0.1, 0.1], [0.0, -0.1, -0.1], [-0.2, 0.0, 0.1], [-0.1, -0.5, 0.0], [-0.2, 0.0, 0.1], [-0.1, 0.2, -0.1], [0.0, -0.1, -0.1], [-0.1, -0.2, 0.2], [0.4, -0.1, 0.2], [0.4, -0.5, -0.2], [-0.1, -0.3, 0.6], [0.5, 0.5, -0.4], [0.2, -0.5, 1.2], [0.0, 0.2, 0.5], [-0.1, 0.0, -0.1], [0.1, 0.1, 0.0], [-0.1, -0.1, 0.0], [-0.1, 0.2, -0.1], [-0.3, 0.0, 0.0], [0.0, 0.2, 0.0], [0.0, 0.0, -0.2], [-0.1, -0.1, -0.1], [-0.2, -0.3, 0.0], [0.2, -0.3, 0.1], [0.4, -0.4, -0.5], [0.0, 0.5, 0.3], [0.5, 0.0, 0.2], [-0.5, -0.1, -0.4], [-0.2, -0.3, 0.4], [0.0, 0.1, -0.1], [0.1, 0.0, 0.1], [-0.1, 0.0, 0.0], [0.0, 0.1, 0.1], [-0.3, 0.1, 0.0], [0.0, 0.1, 0.2], [0.2, 0.1, -0.1], [-0.1, 0.0, -0.1]]}

{"formula": "C28H49BrCl27N4O6", "method": "ωB97M-V/def2-TZVPD", "multiplicity": 1, "total_charge": 1, "e_tot_ha": -16765.33866, "gap_ev": 9.6361, "elements": ["C", "C", "C", "Br", "N", "C", "C", "O", "Cl", "C", "N", "C", "C", "C", "O", "O", "N", "C", "C", "C", "O", "N", "O", "C", "C", "C", "O", "H", "H", "H", "H", "H", "H", "H", "H", "H", "H", "H", "H", "H", "H", "H", "H", "H", "H", "H", "H", "H", "H", "H", "C", "Cl", "Cl", "H", "H", "C", "Cl", "Cl", "H", "H", "C", "Cl", "Cl", "H", "H", "C", "Cl", "Cl", "H", "H", "C", "Cl", "Cl", "H", "H", "C", "Cl", "Cl", "H", "H", "C", "Cl", "Cl", "H", "H", "C", "Cl", "Cl", "H", "H", "C", "Cl", "Cl", "H", "H", "C", "Cl", "Cl", "H", "H", "C", "Cl", "Cl", "H", "H", "C", "Cl", "Cl", "H", "H", "C", "Cl", "Cl", "H", "H"], "coordinates": [[0.482, -3.944, -3.670], [0.724, -3.959, -2.137], [1.336, -2.595, -1.621], [3.066, -2.797, -0.736], [0.328, -1.963, -0.721], [0.199, -2.505, 0.625], [0.793, -1.496, 1.672], [0.434, -1.537, 2.759], [1.977, -0.235, 1.230], [-0.345, -0.949, -1.216], [-0.239, -0.358, -2.435], [-1.077, 0.668, -2.495], [-1.093, 1.518, -3.743], [-2.493, 1.974, -4.184], [-3.454, 1.306, -4.181], [-2.606, 3.279, -4.567], [-1.753, 0.781, -1.351], [-2.742, 1.787, -1.006], [-2.052, 2.807, 0.038], [-2.964, 4.055, 0.400], [-2.647, 2.844, 1.319], [-1.305, -0.241, -0.590], [-1.898, -0.337, 0.631], [-3.060, -1.236, 0.495], [-3.618, -1.672, 1.879], [-3.578, -3.222, 2.001], [-5.005, -1.305, 1.932], [-0.462, -3.458, -3.971], [0.441, -4.974, -4.068], [1.315, -3.412, -4.166], [-0.171, -4.247, -1.556], [1.492, -4.726, -1.936], [1.517, -1.995, -2.522], [-0.841, -2.645, 0.955], [0.681, -3.490, 0.721], [-0.358, 2.336, -3.618], [-0.696, 0.877, -4.555], [-1.765, 3.702, -4.318], [-3.617, 1.406, -0.465], [-2.981, 2.477, -1.823], [-0.958, 2.989, -0.055], [-4.035, 3.913, 0.565], [-2.357, 4.772, 0.966], [-2.669, -2.142, -0.015], [-3.799, -0.765, -0.174], [-3.051, -1.184, 2.690], [-3.993, -3.564, 2.963], [-4.138, -3.632, 1.139], [-2.554, -3.638, 1.937], [-5.383, -1.650, 1.111], [2.884, 0.747, -2.302], [2.472, 2.446, -2.545], [2.806, -0.145, -3.822], [3.883, 0.664, -1.884], [2.159, 0.320, -1.615], [-4.741, 0.703, -6.981], [-5.235, -0.992, -6.852], [-3.615, 0.946, -8.323], [-5.622, 1.314, -7.146], [-4.252, 0.992, -6.058], [6.058, -1.328, 1.627], [5.904, -2.839, 0.712], [5.608, 0.062, 0.628], [5.403, -1.371, 2.491], [7.087, -1.216, 1.950], [-0.085, 5.312, -1.802], [-1.303, 4.603, -0.733], [-0.232, 4.669, -3.443], [-0.221, 6.388, -1.830], [0.901, 5.071, -1.417], [-8.716, -2.350, -6.447], [-10.087, -1.352, -6.943], [-8.759, -2.693, -4.712], [-8.750, -3.289, -6.991], [-7.797, -1.820, -6.674], [7.128, 0.148, 5.458], [5.622, 1.060, 5.278], [7.811, -0.296, 3.887], [7.846, 0.757, 5.993], [6.922, -0.759, 6.018], [5.934, 3.852, 2.874], [4.422, 4.750, 2.682], [6.601, 3.366, 1.313], [6.655, 4.484, 3.382], [5.741, 2.963, 3.463], [3.574, -6.764, 0.818], [2.091, -5.805, 0.671], [4.213, -7.201, -0.767], [4.318, -6.178, 1.349], [3.350, -7.671, 1.371], [-5.902, 1.220, 3.949], [-7.255, 2.274, 3.514], [-5.850, 0.923, 5.690], [-6.016, 0.271, 3.434], [-4.974, 1.696, 3.646], [11.487, -0.508, 5.547], [9.975, -0.607, 6.467], [11.318, 0.534, 4.131], [12.261, -0.102, 6.191], [11.760, -1.506, 5.216], [12.252, -4.034, 2.920], [10.516, -4.239, 3.182], [13.020, -3.224, 4.292], [12.707, -5.010, 2.791], [12.404, -3.432, 2.030], [-10.744, 1.675, 3.306], [-12.195, 1.918, 4.283], [-10.769, 2.679, 1.848], [-9.875, 1.937, 3.898], [-10.690, 0.632, 3.010], [-4.199, 7.591, -0.520], [-2.678, 8.471, -0.328], [-4.228, 6.129, 0.473], [-5.019, 8.235, -0.220], [-4.311, 7.309, -1.562]], "forces_ev_per_a": [[-0.2, 0.0, 0.1], [1.2, -0.2, -0.1], [-1.2, -1.2, -0.6], [-0.4, 0.3, -0.5], [1.3, -1.1, -0.6], [0.2, 1.3, 0.1], [0.6, -0.5, -2.6], [-1.2, -0.3, 3.6], [-0.3, -0.2, -0.5], [-1.3, 2.0, -0.6], [0.8, -0.8, 0.0], [0.6, -0.6, -0.5], [0.0, -0.3, 0.0], [1.5, 2.7, 0.0], [-1.7, -2.2, 0.3], [0.7, -1.1, 0.4], [-0.4, 0.8, -2.6], [1.3, 2.1, 2.7], [-4.1, -3.0, 2.9], [0.2, -5.2, 5.2], [1.4, -1.3, -0.8], [-0.9, 0.2, 2.2], [-0.1, -0.8, 0.0], [0.7, -0.9, 0.0], [-0.4, -0.6, -0.5], [0.6, 0.2, -0.2], [0.6, 0.3, 0.0], [0.4, 0.0, 0.2], [0.1, 0.5, 0.2], [-0.4, -0.3, 0.1], [0.3, 0.2, -0.3], [-0.5, 0.2, -0.1], [-0.1, 0.3, 0.7], [0.3, 0.2, -0.3], [0.1, 0.6, -0.2], [-0.5, -0.5, 0.0], [-0.2, 0.2, 0.5], [-0.5, 0.4, -0.3], [0.2, -0.1, -0.6], [0.0, -1.0, -0.4], [-1.4, -2.5, 1.3], [0.3, 0.5, -1.5], [-1.6, 0.0, -0.3], [-0.3, 0.5, 0.1], [0.1, -0.1, 0.5], [-0.5, 0.0, -0.3], [-0.1, 0.3, -0.5], [0.1, 0.0, 0.6], [-0.3, 0.3, 0.0], [-0.3, 0.1, 0.4], [0.0, -0.3, 0.2], [-0.1, 0.2, 0.1], [0.2, 0.0, -0.1], [0.0, 0.1, -0.1], [0.1, 0.0, -0.1], [0.0, 0.2, 0.0], [0.0, 0.0, 0.1], [0.0, 0.1, 0.0], [0.0, -0.1, -0.1], [-0.1, -0.1, -0.2], [-0.1, -0.1, -0.3], [0.2, -0.2, 0.1], [0.0, 0.0, 0.1], [0.0, 0.0, -0.1], [-0.3, -0.2, -0.5], [0.5, 1.0, 0.4], [4.6, 7.0, -6.6], [0.7, 0.7, -0.2], [0.1, 0.0, -0.3], [0.1, -0.1, -0.2], [0.1, 0.0, -0.1], [0.0, 0.0, -0.1], [0.1, -0.1, 0.0], [-0.1, 0.0, 0.1], [-0.1, 0.0, 0.1], [0.0, 0.0, 0.1], [-0.1, -0.1, 0.1], [0.2, 0.3, 0.5], [-0.1, 0.1, -0.1], [-0.1, 0.0, -0.1], [0.1, 0.0, 0.1], [0.0, 0.0, 0.1], [0.1, 0.0, 0.0], [-0.1, 0.1, -0.1], [-0.1, 0.0, -0.1], [0.3, -0.1, 0.1], [-0.2, -0.2, 0.2], [0.0, 0.0, 0.1], [-0.1, 0.1, -0.1], [-0.1, 0.0, -0.1], [0.1, -0.2, 0.0], [0.1, 0.1, -0.2], [0.1, 0.0, 0.0], [-0.1, 0.1, 0.1], [-0.1, 0.1, 0.1], [0.1, -0.1, 0.0], [0.3, -0.1, 0.3], [0.1, 0.0, 0.0], [-0.1, 0.1, 0.0], [-0.3, 0.3, 0.1], [0.0, -0.1, -0.2], [0.0, 0.0, -0.1], [0.3, -0.3, -0.2], [0.0, 0.0, 0.1], [-0.1, 0.1, 0.1], [0.0, -0.1, 0.1], [0.0, -0.1, 0.0], [0.1, 0.0, 0.0], [-0.1, 0.1, 0.0], [-0.1, 0.1, -0.1], [-0.3, 0.4, 0.0], [0.0, 0.0, 0.0], [-1.0, 2.2, -0.4], [0.1, 0.0, 0.1], [0.1, -0.1, 0.1]]}